1.
23
Properties=species:S:1:pos:R:3:forces:R:3 method="wB97M-V/def2-TZVPD" de_lowest_kj_mol=157.5 smiles="C=C(C)NC.NCN" homo_energy_ev=-8.034 charge=0
C -1.83551 -0.32745 0.16743 1.33 0.70 -2.37
N -1.71940 0.59139 1.29198 0.27 0.09 0.58
N -3.10822 -0.21581 -0.52123 -0.35 -0.14 0.14
H -1.40325 1.51252 1.00129 -0.14 -0.14 -0.13
H -3.85947 -0.43303 0.12906 0.02 0.10 -0.06
H -1.00642 0.27416 1.94673 -0.17 -0.02 -0.20
H -3.25757 0.74611 -0.81173 0.03 -0.11 -0.02
H -1.75046 -1.35273 0.54247 0.16 0.17 -0.09
H -1.00655 -0.12268 -0.69633 -2.05 -0.74 2.36
C 1.17524 1.62342 -1.21807 -0.12 -0.21 0.12
C 1.40105 -1.92909 0.01424 -0.02 0.10 0.02
N 0.92543 0.20006 -1.05364 1.61 -0.14 -0.16
C 1.37052 -0.43265 0.12682 -0.71 0.13 -0.32
C 1.58720 0.20902 1.27779 0.30 -0.02 -0.21
H 1.18329 -0.32045 -1.88601 -0.08 0.00 0.21
H 0.91310 1.90925 -2.23497 -0.14 0.06 0.07
H 0.54280 2.15681 -0.50786 0.04 0.23 -0.10
H 2.22023 1.90410 -1.04760 -0.01 -0.02 0.11
H 2.27129 -2.24093 -0.56846 -0.01 -0.06 0.02
H 0.50734 -2.29995 -0.48523 -0.07 0.00 -0.08
H 1.45231 -2.38782 0.99746 0.10 -0.03 0.04
H 1.65612 1.28008 1.34851 -0.20 0.22 -0.02
H 1.74096 -0.34435 2.18738 0.20 -0.16 0.08

=====

2.
40
Properties=species:S:1:pos:R:3:forces:R:3 method="wB97M-V/def2-TZVPD" de_lowest_kj_mol=78.7 smiles="CC(C)=O.CC(C)=O.CC(C)=O.CC(C)=O" homo_energy_ev=-9.402 charge=0
C -49.67430 -15.48056 -17.51772 0.14 0.00 0.41
C -50.51401 -16.69473 -17.16471 1.00 -0.47 1.93
O -50.25730 -17.42990 -16.19928 -0.42 1.47 -1.89
C -51.66167 -16.95245 -18.06293 -0.44 -0.43 -0.04
H -50.23555 -14.78634 -18.14313 0.16 -0.05 -0.02
H -48.75852 -15.78186 -18.02632 -0.06 -0.12 -0.19
H -49.34448 -14.97027 -16.61278 -0.10 -0.05 0.07
H -52.09898 -16.06385 -18.51816 0.04 0.03 0.25
H -52.39066 -17.52254 -17.48700 -0.11 -0.10 -0.40
H -51.25318 -17.54051 -18.88475 -0.19 -0.29 -0.12
C -50.80493 -22.89434 -17.54348 0.68 -0.71 -0.99
C -49.49793 -22.85329 -18.42634 0.20 0.07 1.57
O -49.28290 -21.92888 -19.16203 -0.29 0.02 -0.38
C -48.39345 -23.90951 -18.16362 -0.96 0.21 -0.07
H -50.75719 -23.57556 -16.69391 0.44 0.29 0.18
H -51.56567 -23.37198 -18.16091 -0.21 0.22 -0.28
H -51.14735 -21.89840 -17.26249 0.22 -0.09 -0.10
H -48.79867 -24.69408 -17.52461 0.30 -0.09 -0.04
H -47.56775 -23.39832 -17.66864 -0.11 0.04 0.18
H -47.97702 -24.32765 -19.08005 -0.26 0.07 -0.08
C -43.52892 -19.75759 -15.28085 0.63 -0.50 -0.20
C -43.51242 -18.31831 -15.55261 0.13 1.39 -1.28
O -42.76390 -17.82737 -16.38627 -0.42 -0.29 0.83
C -44.56253 -17.50253 -14.86434 -0.67 0.83 -0.29
H -42.72828 -20.16743 -15.89656 -0.04 -0.43 0.35
H -44.48938 -20.16994 -15.59003 -0.02 -0.11 0.23
H -43.36585 -19.87640 -14.20969 -0.07 -0.49 0.00
H -45.51814 -18.02685 -14.86580 0.06 -0.24 0.26
H -44.74540 -16.59578 -15.44094 0.26 0.09 0.04
H -44.32670 -17.19731 -13.84487 0.17 -0.26 0.04
C -38.28584 -17.82079 -20.05191 -0.50 -0.85 -1.07
C -38.52922 -19.32180 -20.42727 0.95 0.68 0.31
O -38.62075 -19.73569 -21.55740 -0.25 0.50 0.14
C -38.43602 -20.26019 -19.24818 -0.18 0.07 -0.85
H -39.26936 -17.42091 -19.80519 0.06 0.17 0.35
H -37.93469 -17.26967 -20.92430 0.00 -0.14 -0.04
H -37.57097 -17.69010 -19.23952 -0.27 -0.16 0.10
H -38.59338 -21.27313 -19.61869 -0.05 0.02 0.28
H -39.14159 -19.98092 -18.46570 0.28 -0.06 0.17
H -37.39286 -20.12420 -18.96280 -0.05 -0.24 0.62

=====

3.
123
Properties=species:S:1:pos:R:3:forces:R:3 method="wB97M-V/def2-TZVPD" de_lowest_kj_mol=58.3 smiles=c1ccccc1.c1ccccc1.c1ccccc1.c1ccccc1.c1ccccc1.CCO.CCO.CCO.CCO.CCO.CCO.CCO homo_energy_ev=-9.058 charge=0
C -23.39722 -3.37095 9.23952 0.14 0.33 -0.26
C -24.32728 -2.33361 9.12792 2.02 -0.99 -1.75
C -24.93065 -1.86632 10.22436 -1.57 1.25 1.02
C -24.67719 -2.41681 11.46250 -0.21 -0.24 0.65
C -23.73717 -3.40739 11.58618 0.55 -1.28 0.06
C -23.06210 -3.89553 10.46901 -0.04 0.58 -0.67
H -22.88171 -3.70207 8.35014 0.14 -0.08 -0.07
H -24.36164 -1.84372 8.16603 -0.64 0.02 -0.10
H -25.65393 -1.07165 10.11591 -0.05 0.24 0.15
H -25.22411 -2.09906 12.33790 -0.03 0.16 0.03
H -23.55083 -3.93964 12.50727 0.00 0.43 0.41
H -22.21483 -4.56519 10.47789 -0.18 -0.34 0.50
C -16.05573 0.18342 2.86560 -1.78 -0.81 -1.60
C -15.78228 0.02367 4.19221 -0.49 0.20 1.34
C -16.54612 -0.82609 5.04022 -1.00 0.23 -2.46
C -17.59321 -1.57154 4.39103 1.98 0.04 1.72
C -17.79083 -1.47787 3.02763 -0.37 -0.48 0.28
C -17.11746 -0.56546 2.28157 1.39 1.13 -0.12
H -15.52660 0.91110 2.26819 0.10 0.04 0.02
H -15.07110 0.75040 4.55623 0.36 -0.37 0.63
H -16.37732 -0.81757 6.10691 -0.08 -0.28 0.02
H -18.12527 -2.31738 4.96290 -0.25 0.11 0.11
H -18.45755 -2.12686 2.47926 -0.47 -0.08 0.38
H -17.48688 -0.44630 1.27373 0.60 0.24 -0.31
C -25.13792 0.85114 7.44784 0.37 -1.02 0.90
C -26.53058 0.96162 7.37272 1.56 -0.04 0.38
C -27.12484 1.68371 8.38075 0.00 0.36 0.58
C -26.35437 2.26647 9.40260 -0.48 0.62 -0.33
C -24.96070 2.16974 9.45474 -1.22 0.26 0.10
C -24.37480 1.38961 8.50845 -0.01 -0.61 -1.60
H -24.64878 0.09045 6.85751 0.16 0.26 -0.60
H -27.07916 0.42902 6.60997 -0.10 0.14 -0.06
H -28.20087 1.77494 8.36510 -0.10 0.21 0.29
H -26.88302 2.89500 10.10394 0.02 -0.05 0.27
H -24.33922 2.67782 10.17724 -0.27 -0.02 0.34
H -23.31499 1.19552 8.58278 0.13 -0.08 -0.24
C -23.78332 1.45450 3.06949 -0.51 0.31 -0.41
C -24.52523 2.65872 3.07849 0.26 -1.42 -0.13
C -24.88974 3.24660 1.89083 0.39 0.87 0.23
C -24.44535 2.78593 0.65355 -0.38 -1.24 0.93
C -23.73777 1.57308 0.63612 0.38 0.46 0.99
C -23.37306 0.89752 1.85775 -0.96 1.50 -1.39
H -23.62748 0.93891 4.00558 0.30 -0.03 0.09
H -24.91565 3.07576 3.99503 0.18 -0.08 0.20
H -25.46157 4.15519 2.00857 -0.20 0.13 -0.48
H -24.81378 3.29067 -0.22730 0.37 -0.11 -0.27
H -23.41777 1.21534 -0.33136 0.10 -0.37 0.05
H -22.81177 -0.02148 1.77542 0.00 -0.07 0.23
C -20.02185 4.63060 4.08482 2.22 0.08 -0.88
C -18.63301 4.35393 4.14334 -1.16 0.44 0.75
C -18.16202 3.05567 4.03069 0.27 0.31 -0.47
C -19.00478 1.99935 3.73573 -1.88 0.27 0.66
C -20.39789 2.28022 3.57124 2.15 0.12 0.17
C -20.81806 3.60580 3.66779 -1.38 -1.25 -0.52
H -20.35757 5.65549 4.14214 -0.17 -0.01 0.06
H -17.96916 5.18616 4.32521 0.25 -0.06 0.11
H -17.10141 2.86548 4.10370 0.14 0.00 0.08
H -18.58948 1.00259 3.75553 -0.22 -0.13 -0.26
H -21.14138 1.52936 3.34799 0.23 -0.15 -0.16
H -21.81315 3.75337 3.27483 -0.43 0.42 0.57
C -17.55900 -4.13785 9.89227 -0.45 0.51 -1.09
C -18.27938 -3.66619 8.63019 -0.76 0.39 0.84
O -19.57248 -3.17015 9.07206 0.80 -0.84 0.28
H -16.52629 -4.37981 9.64117 0.03 -0.09 0.20
H -18.08744 -5.01002 10.27723 0.17 0.22 0.43
H -17.61272 -3.24038 10.50849 0.20 -0.49 0.68
H -18.39358 -4.49570 7.93235 -0.05 0.11 -0.27
H -17.69137 -2.85098 8.20859 -0.08 0.01 -0.41
H -19.95695 -2.52922 8.46956 0.15 0.14 -0.63
C -21.31154 5.53555 10.12680 0.14 0.19 -0.90
C -20.96554 4.09706 9.69235 -0.72 0.82 -0.14
O -19.78745 3.68917 10.34321 -0.04 -0.02 0.03
H -21.29586 5.72489 11.20012 -0.22 -0.53 0.18
H -22.26931 5.86299 9.72235 -0.14 -0.12 0.11
H -20.57484 6.24012 9.74089 0.17 -0.11 -0.20
H -20.82935 4.00621 8.61471 0.15 0.24 -0.03
H -21.77826 3.41365 9.93839 -0.24 -0.11 0.12
H -20.05408 3.89168 11.24294 0.92 -0.33 0.57
C -15.50007 3.24404 7.05419 -1.08 0.38 1.29
C -17.01042 3.15742 7.41272 -0.23 0.70 -1.50
O -17.26825 3.33106 8.77547 1.29 -0.46 1.36
H -15.01623 2.46234 7.63982 0.41 0.06 -0.19
H -15.15828 4.22463 7.38545 0.27 -0.08 0.16
H -15.25004 3.17858 5.99528 -0.42 -0.32 0.02
H -17.42075 2.22837 7.01700 -0.11 -0.27 0.07
H -17.56287 3.98152 6.96132 0.13 -0.06 -0.85
H -18.19953 3.28277 9.00347 -0.29 0.04 -0.13
C -20.48960 0.97340 7.23210 0.39 -0.45 -0.31
C -21.23729 -0.33630 6.91091 0.51 0.53 0.10
O -20.44523 -1.54458 6.90094 -0.23 0.96 0.45
H -20.00465 1.06479 8.20398 -0.32 -0.44 0.32
H -21.22931 1.76968 7.14918 0.02 0.15 -0.05
H -19.68394 1.16937 6.52456 -0.14 -0.02 -0.33
H -21.66165 -0.20355 5.91572 -0.16 -0.05 -0.06
H -22.05410 -0.41135 7.62874 -0.12 -0.42 0.06
H -20.66518 -1.99850 6.08413 0.19 0.06 -0.26
C -17.12145 -0.02158 9.55726 -0.04 -1.15 0.56
C -16.99863 0.28384 11.06206 0.46 1.26 -2.00
O -17.09256 1.67962 11.33732 -0.73 -0.34 1.24
H -16.66799 -1.01269 9.54403 0.19 -0.21 -0.72
H -16.61327 0.63474 8.85079 0.12 0.12 0.32
H -18.14641 -0.20151 9.23292 -0.16 0.40 0.03
H -16.00265 -0.04179 11.36219 -0.08 -0.24 0.39
H -17.78652 -0.31697 11.51633 0.05 0.41 0.65
H -16.90580 2.24071 10.58108 0.06 -0.27 -0.55
C -20.16562 -4.68219 5.44776 -0.77 0.12 0.03
C -21.47091 -3.93925 5.08599 1.20 -1.24 -0.29
O -21.08237 -2.79146 4.33290 -0.71 0.33 0.02
H -19.56275 -4.89346 4.56457 -0.05 0.37 -0.21
H -20.37382 -5.67504 5.84654 0.01 0.18 0.59
H -19.61419 -4.02695 6.12207 0.22 -0.46 0.14
H -22.02988 -3.62660 5.96798 0.12 0.11 -0.01
H -22.09760 -4.63169 4.52394 -0.27 0.27 -0.22
H -21.07588 -3.02906 3.40279 0.10 0.11 -0.01
C -21.19696 -0.23258 10.96618 0.03 -0.39 0.75
C -20.86361 0.97359 11.85908 -1.07 -0.03 -1.34
O -20.75105 0.54467 13.17701 0.84 -0.55 1.22
H -20.47990 -1.04929 11.04938 0.49 0.23 -0.08
H -21.35923 -0.03664 9.90628 -0.03 0.33 0.09
H -22.08941 -0.68475 11.39881 -0.34 0.07 -0.25
H -21.75969 1.59357 11.88627 -0.16 0.53 -0.61
H -20.03555 1.57988 11.49188 0.24 -0.26 0.14
H -20.01466 0.99514 13.59703 0.04 -0.07 0.03

=====

4.
25
Properties=species:S:1:pos:R:3:forces:R:3 method="wB97M-V/def2-TZVPD" de_lowest_kj_mol=0.0 homo_energy_ev=-9.390 charge=0
C -1.71212 1.33981 0.10329 0.20 -0.13 -0.07
C -1.73232 -0.05679 0.11535 0.22 0.34 -0.04
C 0.15561 -2.44414 -0.26228 -1.42 0.75 -0.39
C -0.42228 1.69763 -0.26051 -0.16 -0.20 0.02
C -2.86936 -0.95127 0.45779 0.09 -0.13 -0.03
C 0.22326 3.02280 -0.41290 0.06 0.10 0.01
N -0.66925 -3.21288 -0.68021 0.04 -0.26 -0.01
N 0.25347 0.55824 -0.45672 -0.21 0.45 -0.07
N -0.52514 -0.49953 -0.23061 0.39 -1.64 0.05
N 1.34266 -2.32523 0.17994 1.40 0.64 0.75
N 3.38897 0.39622 0.39317 -0.04 -0.08 0.19
O 2.89709 0.60835 -0.72691 -0.28 0.37 -1.35
O 2.79933 -0.43343 1.12995 -0.41 -0.69 0.93
O 4.37824 0.95865 0.77551 0.74 0.42 0.23
H -2.52776 1.99174 0.33732 -0.17 0.18 0.06
H -3.29630 -1.39952 -0.44001 -0.09 -0.04 -0.01
H -3.64878 -0.37481 0.94885 -0.04 -0.04 0.03
H -2.54279 -1.74688 1.12536 -0.08 -0.05 0.04
H -0.36562 3.66442 -1.06498 0.01 0.03 -0.04
H 1.22056 2.90398 -0.82832 0.08 0.09 -0.02
H 0.30455 3.51250 0.55707 0.05 0.03 0.00
H -1.61618 -3.09180 -0.96584 -0.17 0.15 -0.05
H 1.26143 0.47496 -0.70652 0.10 -0.09 0.20
H 1.86609 -3.16550 0.37975 -0.20 -0.18 -0.18
H 1.83665 -1.42751 0.53246 -0.11 -0.01 -0.23